Arrangement A

ORCA calculation (ωB97M-V with the def2-TZVPD basis set) on an isolated molecule of C5H8OS.

Geometry (Å):
H: 2.048 -0.633 -1.229
H: 2.589 1.312 -1.122
C: -0.670 -0.888 0.533
H: -0.519 -1.965 0.583
H: -2.825 -1.365 0.741
H: 0.463 1.470 1.105
C: 1.017 1.001 0.306
S: -2.887 0.788 -0.247
H: 2.308 2.658 0.079
C: 0.585 -0.295 -0.047
H: -2.293 -1.388 -0.978
C: 2.035 1.680 -0.271
O: 1.223 -1.054 -0.946
C: -2.278 -0.843 -0.039
H: -0.797 -0.478 1.532

Calculated values
Molecular weight in u: 116.18
Charge: 0
Kohn-Sham gap (spin up / spin down) in eV: 8.848 / 5.193
HOMO energy (spin up / spin down) in eV: -8.964 / -7.043
Lowest unoccupied orbital energy (spin up / spin down) in eV: -0.12 / -1.85
2S+1: 1

From a Mulliken analysis of the wavefunction, the atomic charges in e read:
1 H 0.30
2 H 0.17
3 C -1.03
4 H 0.35
5 H 0.32
6 H 0.24
7 C 0.16
8 S -0.15
9 H 0.27
10 C 0.65
11 H 0.32
12 C -1.07
13 O -0.47
14 C -0.50
15 H 0.42

***

Arrangement B

ORCA calculation (ωB97M-V with the def2-TZVPD basis set) on an isolated molecule of C5H8OS.

Geometry (Å):
H: 1.603 -1.352 -2.264
H: -0.928 -2.651 2.559
C: 1.459 -0.313 -1.918
C: 0.653 -0.051 -0.871
O: -0.020 -1.033 -0.270
C: -0.872 -2.433 1.463
H: -0.522 -3.292 0.930
H: 1.147 -1.422 1.397
H: -1.867 -2.205 1.081
H: 1.120 2.038 -1.049
C: 0.084 -1.212 1.137
C: 0.416 1.356 -0.546
S: -0.775 2.058 0.299
H: -0.316 -0.362 1.631
H: 1.880 0.500 -2.503

Calculated values
Molecular weight in u: 116.18
Charge: 0
Kohn-Sham gap in eV: 8.034
HOMO energy in eV: -8.758
Lowest unoccupied orbital energy in eV: -0.72
2S+1: 1
SMILES: C=C(C=S)OCC

From a Mulliken analysis of the wavefunction, the atomic charges in e read:
1 H 0.28
2 H 0.35
3 C -0.89
4 C 0.90
5 O -0.31
6 C -1.17
7 H 0.32
8 H 0.30
9 H 0.30
10 H 0.22
11 C -0.21
12 C -0.41
13 S -0.24
14 H 0.30
15 H 0.26

***

The structure with the least stability is arrangement A.

***

Arrangement A

ORCA calculation (ωB97M-V with the def2-TZVPD basis set) on a cluster of 2 separate species, C2H10OSi2 in total.

Geometry (Å):
H: -0.982 1.134 -2.194
H: -3.572 -0.425 -0.098
Si: 0.654 -1.322 1.465
C: -1.991 0.745 -2.064
H: 3.558 0.789 1.389
H: 0.299 -1.608 2.839
Si: -2.389 0.427 -0.239
C: 2.894 0.122 0.836
H: -2.681 1.469 -2.499
H: -2.064 -0.172 -2.648
H: 0.957 -2.453 0.585
H: 3.493 -0.663 0.358
O: 1.984 -0.420 1.732
H: -2.546 1.687 0.486
H: 2.386 0.691 0.051

Calculated values
Molecular weight in u: 106.27
Charge: 0
Kohn-Sham gap (spin up / spin down) in eV: 7.064 / 6.969
HOMO energy (spin up / spin down) in eV: -7.420 / -7.358
Lowest unoccupied orbital energy (spin up / spin down) in eV: -0.36 / -0.39
2S+1: 1

From a Mulliken analysis of the wavefunction, the atomic charges in e read:
1 H 0.26
2 H -0.09
3 Si 0.12
4 C -0.90
5 H 0.23
6 H -0.08
7 Si 0.23
8 C -0.50
9 H 0.31
10 H 0.28
11 H -0.08
12 H 0.25
13 O -0.17
14 H -0.09
15 H 0.23

***

Arrangement B

ORCA calculation (ωB97M-V with the def2-TZVPD basis set) on a cluster of 2 separate species, C2H10OSi2 in total.

Geometry (Å):
H: 1.813 -1.997 -0.293
H: -3.756 -0.709 1.407
H: 1.287 1.155 1.765
H: 0.694 2.273 -1.348
H: -3.483 -2.270 -0.206
H: 0.229 -0.329 2.117
Si: -3.098 -0.876 0.066
H: 2.182 1.706 -0.903
O: 1.431 -1.372 -0.830
C: 1.231 1.353 -1.235
C: 0.982 0.138 1.485
H: -3.611 0.130 -0.952
H: 1.463 1.200 -2.292
Si: 0.656 -0.098 -0.333
H: 1.980 -0.306 1.554

Calculated values
Molecular weight in u: 106.27
Charge: 0
Kohn-Sham gap (spin up / spin down) in eV: 6.442 / 7.308
HOMO energy (spin up / spin down) in eV: -7.030 / -7.496
Lowest unoccupied orbital energy (spin up / spin down) in eV: -0.59 / -0.19
2S+1: 1

From a Mulliken analysis of the wavefunction, the atomic charges in e read:
1 H 0.32
2 H -0.09
3 H 0.34
4 H 0.41
5 H -0.10
6 H 0.29
7 Si 0.23
8 H 0.36
9 O -0.42
10 C -1.12
11 C -1.02
12 H -0.08
13 H 0.37
14 Si 0.16
15 H 0.34

***

The structure with the least stability is arrangement A.

***

Arrangement A

ORCA calculation (ωB97M-V with the def2-TZVPD basis set) on a cluster of 2 separate species, C3H4F3NO3 in total.

Geometry (Å):
H: -1.083 0.794 -0.583
O: 0.501 0.792 -2.497
C: -0.941 -0.116 -0.070
F: -0.014 -0.846 2.105
H: 1.411 0.235 -0.205
O: 1.222 -1.200 -2.799
H: -0.374 1.908 2.239
O: 0.175 1.347 1.659
H: 1.105 -1.602 -0.416
C: -0.551 0.262 1.446
N: 0.891 -0.283 -2.092
F: -1.696 0.422 2.140
F: -1.672 -1.171 -0.256
C: 1.027 -0.542 -0.672

Calculated values
Molecular weight in u: 159.06
Charge: 0
Kohn-Sham gap in eV: 10.221
HOMO energy in eV: -10.536
Lowest unoccupied orbital energy in eV: -0.31
2S+1: 1

From a Mulliken analysis of the wavefunction, the atomic charges in e read:
1 H 0.48
2 O -0.57
3 C -0.21
4 F -0.30
5 H 0.57
6 O -0.57
7 H 0.33
8 O -0.47
9 H 0.39
10 C 0.84
11 N 0.98
12 F -0.31
13 F -0.25
14 C -0.93

***

Arrangement B

ORCA calculation (ωB97M-V with the def2-TZVPD basis set) on an isolated molecule of C3H4F3NO3.

Geometry (Å):
C: -0.140 -0.007 -0.266
C: 1.044 0.754 0.081
O: 1.000 -2.112 -0.602
H: -2.102 0.814 -0.102
N: 0.346 -1.588 0.199
H: 0.248 -0.072 -2.171
H: -1.123 1.105 1.360
F: 1.384 0.753 1.339
F: 2.093 0.441 -0.611
O: -0.458 0.046 -1.575
C: -1.386 0.355 0.525
F: 0.779 2.048 -0.193
O: 0.099 -1.942 1.248
H: -1.784 -0.596 0.769

Calculated values
Molecular weight in u: 159.06
Charge: 0
Kohn-Sham gap in eV: 11.387
HOMO energy in eV: -10.728
Lowest unoccupied orbital energy in eV: 0.66
2S+1: 1
SMILES: C[C@](O)([N+](=O)[O-])C(F)(F)F

From a Mulliken analysis of the wavefunction, the atomic charges in e read:
1 C 0.90
2 C 0.56
3 O -0.61
4 H 0.37
5 N 0.92
6 H 0.38
7 H 0.25
8 F -0.25
9 F -0.24
10 O -0.52
11 C -1.30
12 F -0.26
13 O -0.56
14 H 0.36

***

The structure with the least stability is arrangement A.

***

Arrangement A

ORCA calculation (ωB97M-V with the def2-TZVPD basis set) on an isolated molecule of C8H15O2P.

Geometry (Å):
O: -2.494 -0.220 -0.132
C: 1.695 1.170 -0.898
C: -3.676 0.372 0.183
H: -1.264 -1.270 -1.805
H: 0.702 -1.600 -1.856
C: -1.259 0.445 0.146
H: 3.132 -0.534 0.585
H: 1.206 2.104 -0.792
H: -4.415 -0.399 0.186
C: -0.085 -0.380 -0.143
C: 1.282 0.167 0.185
H: -3.831 1.237 -0.481
H: -1.838 -2.130 0.248
H: -3.821 0.608 1.211
H: 2.659 -0.942 -1.111
H: 2.318 0.904 1.890
H: 2.746 1.438 -0.752
H: 2.063 -2.008 0.293
H: 1.512 0.856 -1.966
H: 0.808 0.526 2.396
P: -0.465 -2.314 0.309
C: -0.274 -1.425 -1.284
C: 2.338 -0.889 0.010
C: 1.352 0.900 1.541
H: 0.920 1.838 1.452
O: -1.312 1.546 0.584

Calculated values
Molecular weight in u: 174.18
Charge: 0
Kohn-Sham gap in eV: 9.874
HOMO energy in eV: -9.146
Lowest unoccupied orbital energy in eV: 0.73
2S+1: 1
SMILES: COC(=O)[C@]1(C(C)(C)C)CP1

From a Mulliken analysis of the wavefunction, the atomic charges in e read:
1 O -0.30
2 C -1.73
3 C -0.81
4 H 0.41
5 H 0.34
6 C 0.79
7 H 0.50
8 H 0.49
9 H 0.30
10 C 0.29
11 C 2.17
12 H 0.26
13 H 0.02
14 H 0.34
15 H 0.36
16 H 0.53
17 H 0.43
18 H 0.23
19 H 0.32
20 H 0.38
21 P -0.14
22 C -1.39
23 C -1.63
24 C -2.08
25 H 0.46
26 O -0.56

***

Arrangement B

ORCA calculation (ωB97M-V with the def2-TZVPD basis set) on a structure of composition C8H15O2P.

Geometry (Å):
H: -0.802 -3.315 0.124
H: -2.810 -2.058 0.689
H: 2.798 -0.591 -0.629
H: -2.816 -0.414 1.070
H: 0.548 -2.302 -0.601
H: 1.395 -0.783 -1.720
C: 2.321 -0.071 -1.449
H: 0.272 1.106 -2.673
H: 0.209 2.567 -1.457
H: -2.341 -2.054 -1.611
O: -0.879 1.825 4.721
H: -0.628 -1.889 2.180
C: 0.852 1.894 -2.080
H: 1.038 2.600 0.345
H: 3.055 0.090 -2.310
C: -1.561 1.876 3.786
C: 1.693 1.192 -1.115
O: -2.200 1.871 2.849
H: 1.849 0.983 0.872
H: 1.292 2.477 -2.908
C: -0.752 -1.465 1.133
P: -1.433 -1.090 -1.129
C: -0.391 -2.289 -0.148
H: -0.101 -0.556 1.228
C: -2.138 -1.225 0.682
C: 1.529 1.622 0.152

Calculated values
Molecular weight in u: 174.18
Charge: 0
Kohn-Sham gap in eV: 9.455
HOMO energy in eV: -8.949
Lowest unoccupied orbital energy in eV: 0.51
2S+1: 1

From a Mulliken analysis of the wavefunction, the atomic charges in e read:
1 H 0.27
2 H 0.32
3 H 0.36
4 H 0.33
5 H 0.49
6 H -0.03
7 C -0.90
8 H 0.17
9 H 0.27
10 H 0.02
11 O -0.38
12 H 0.29
13 C -1.06
14 H 0.25
15 H 0.32
16 C 0.71
17 C 1.10
18 O -0.33
19 H 0.42
20 H 0.33
21 C -0.13
22 P -0.08
23 C -0.69
24 H -0.08
25 C -0.69
26 C -1.25

***

The structure with the least stability is arrangement B.

***

Arrangement A

ORCA calculation (ωB97M-V with the def2-TZVPD basis set) on a cluster of 3 separate species, C2HNO3 in total.

Geometry (Å):
H: 2.548 0.776 0.413
N: -13.232 0.465 -1.119
O: -13.256 0.726 1.263
C: -13.360 -2.382 0.047
O: -14.312 -2.459 0.734
C: -13.271 0.874 0.070
O: -13.199 1.992 -0.789

Calculated values
Molecular weight in u: 87.03
Charge: -2
Kohn-Sham gap in eV: 3.360
HOMO energy in eV: 1.561
Lowest unoccupied orbital energy in eV: 4.92
2S+1: 1

From a Mulliken analysis of the wavefunction, the atomic charges in e read:
1 H -1.00
2 N -0.64
3 O -0.66
4 C 0.17
5 O -0.19
6 C 0.81
7 O -0.49

***

Arrangement B

ORCA calculation (ωB97M-V with the def2-TZVPD basis set) on a cluster of 3 separate species, C2HNO3 in total.

Geometry (Å):
C: -2.464 -1.801 0.385
O: -2.977 1.801 0.970
O: -3.573 -1.855 0.043
O: -2.890 0.723 -1.161
N: -1.691 0.236 -0.335
H: 16.144 -0.168 -0.025
C: -2.549 1.064 0.124

Calculated values
Molecular weight in u: 87.03
Charge: -2
Kohn-Sham gap in eV: 3.745
HOMO energy in eV: 1.424
Lowest unoccupied orbital energy in eV: 5.17
2S+1: 1

From a Mulliken analysis of the wavefunction, the atomic charges in e read:
1 C 0.06
2 O -0.66
3 O -0.21
4 O -0.42
5 N -0.65
6 H -1.00
7 C 0.89

***

The structure with the least stability is arrangement A.

***

Arrangement A

ORCA calculation (ωB97M-V with the def2-TZVPD basis set) on an isolated molecule of C3H2O.

Geometry (Å):
C: -0.392 0.204 1.111
O: 0.349 1.084 1.518
H: 0.843 -0.343 -2.531
H: -0.967 -0.483 1.658
C: 0.160 -0.270 -1.469
C: 0.007 -0.192 -0.288

Calculated values
Molecular weight in u: 54.05
Charge: 0
Kohn-Sham gap in eV: 10.340
HOMO energy in eV: -10.519
Lowest unoccupied orbital energy in eV: -0.18
2S+1: 1
SMILES: C#CC=O

From a Mulliken analysis of the wavefunction, the atomic charges in e read:
1 C -0.01
2 O -0.40
3 H 0.28
4 H 0.31
5 C -0.09
6 C -0.09

***

Arrangement B

ORCA calculation (ωB97M-V with the def2-TZVPD basis set) on an isolated molecule of C3H2O.

Geometry (Å):
O: 0.627 -0.171 -1.817
H: 0.559 0.761 -0.069
C: -0.758 -1.024 0.093
C: 0.152 -0.195 -0.707
C: -0.355 -0.023 0.831
H: -0.225 0.652 1.669

Calculated values
Molecular weight in u: 54.05
Charge: 0
Kohn-Sham gap in eV: 10.241
HOMO energy in eV: -9.847
Lowest unoccupied orbital energy in eV: 0.39
2S+1: 1

From a Mulliken analysis of the wavefunction, the atomic charges in e read:
1 O -0.44
2 H 0.19
3 C -0.96
4 C 0.60
5 C 0.27
6 H 0.34

***

The structure with the least stability is arrangement B.